No. 1
{
  "formula": "C51H48As2N8RbS6",
  "method": "ωB97M-V with the def2-TZVPD basis set",
  "e_homo_ev": [-0.76, -0.76],
  "spin_multiplicity": 2,
  "gap_ha": [0.1487, 0.1441],
  "mol_weight_da": 1200.715,
  "s_squared": 0.76,
  "charge": -2,
  "elements": ["Rb", "N", "C", "N", "C", "N", "N", "C", "C", "C", "C", "C", "C", "N", "C", "C", "C", "C", "C", "C", "H", "H", "H", "H", "H", "H", "H", "H", "H", "H", "H", "S", "C", "S", "C", "C", "S", "S", "S", "C", "C", "As", "C", "C", "C", "C", "C", "C", "C", "C", "C", "C", "C", "C", "As", "C", "C", "C", "C", "C", "C", "C", "C", "C", "C", "C", "C", "H", "H", "H", "H", "H", "H", "H", "H", "H", "H", "H", "H", "H", "H", "H", "H", "H", "H", "H", "H", "H", "H", "H", "H", "S", "C", "C", "C", "N", "C", "N", "C", "C", "C", "N", "C", "H", "H", "H", "H", "H", "H", "H", "H", "H", "H", "H", "H", "H"],
  "positions_angstrom": [[-0.8623, -1.8283, 0.7666], [-4.7728, 0.0044, -0.8595], [-3.3851, 0.0507, -1.3390], [-2.7072, -1.2049, -1.3363], [-3.4011, -2.3008, -1.5224], [-2.8992, -3.5368, -1.6289], [-1.6186, -3.6562, -1.2165], [-0.9832, -4.7066, -1.5872], [0.3592, -4.9939, -1.0801], [0.9520, -6.2245, -1.3852], [2.1838, -6.5305, -0.8383], [2.7864, -5.6135, 0.0071], [2.1406, -4.4029, 0.2365], [0.9785, -4.0838, -0.3122], [-4.8831, -2.2458, -1.6757], [-5.6423, -3.3291, -2.0960], [-7.0214, -3.2389, -2.1980], [-7.6569, -2.0483, -1.8702], [-6.9201, -0.9587, -1.4439], [-5.5320, -1.0519, -1.3433], [-5.2448, 0.8952, -0.9507], [-2.8327, 0.7464, -0.6846], [-1.4514, -5.4410, -2.2512], [0.4305, -6.9272, -2.0228], [2.6585, -7.4805, -1.0556], [3.7327, -5.8191, 0.4876], [2.5672, -3.6590, 0.9037], [-5.1154, -4.2412, -2.3346], [-7.5999, -4.0932, -2.5277], [-8.7346, -1.9671, -1.9456], [-7.4119, -0.0295, -1.1823], [2.7419, -3.0561, 8.5693], [2.2985, -2.8411, 6.9634], [0.8600, -3.4480, 6.2693], [1.0351, -2.8601, 4.6206], [2.1836, -2.1431, 4.4050], [2.7854, -1.3449, 2.9864], [3.2197, -1.9744, 5.8165], [-0.3032, -3.2417, 3.5828], [2.8918, 0.7008, -0.2609], [2.1524, -0.5824, -0.6094], [2.7450, -1.6714, -2.1740], [1.2197, -1.4457, -3.3739], [0.5813, -2.6016, -3.8002], [-0.5799, -2.5347, -4.5606], [-1.0983, -1.3050, -4.9174], [-0.4529, -0.1429, -4.5174], [0.6905, -0.2147, -3.7459], [4.0147, -0.4330, -3.0216], [3.8697, 0.0009, -4.3367], [4.8468, 0.7741, -4.9434], [5.9929, 1.1280, -4.2476], [6.1646, 0.6765, -2.9472], [5.1920, -0.1106, -2.3504], [2.5086, 2.2508, -1.4016], [0.8352, 2.7695, -0.5161], [-0.3354, 2.7734, -1.2699], [-1.5406, 3.1690, -0.7038], [-1.5859, 3.5601, 0.6238], [-0.4282, 3.5423, 1.3883], [0.7728, 3.1543, 0.8194], [3.7280, 3.5301, -0.5414], [4.0424, 4.6824, -1.2570], [4.9101, 5.6321, -0.7414], [5.4904, 5.4351, 0.5013], [5.1962, 4.2874, 1.2202], [4.3222, 3.3418, 0.7030], [3.9842, 0.5676, -0.2823], [2.6276, 0.9507, 0.7716], [1.0873, -0.3546, -0.7483], [2.2269, -1.2388, 0.2609], [0.9783, -3.5645, -3.5108], [-1.0945, -3.4454, -4.8380], [-2.0186, -1.2443, -5.4822], [-0.8611, 0.8217, -4.7894], [1.1865, 0.6976, -3.4382], [2.9726, -0.2515, -4.8907], [4.7067, 1.1084, -5.9642], [6.7506, 1.7433, -4.7167], [7.0606, 0.9316, -2.3948], [5.3656, -0.4894, -1.3450], [-0.3131, 2.4572, -2.3056], [-2.4421, 3.1623, -1.3029], [-2.5252, 3.8541, 1.0720], [-0.4671, 3.8088, 2.4375], [1.6708, 3.1420, 1.4290], [3.6003, 4.8333, -2.2374], [5.1404, 6.5224, -1.3139], [6.1759, 6.1699, 0.9053], [5.6474, 4.1222, 2.1901], [4.1162, 2.4508, 1.2808], [-4.2233, 1.6499, -3.5566], [-3.2883, 0.7303, -2.6780], [-4.1858, 3.2924, 4.0473], [-4.5940, 2.1387, 3.1487], [-3.4414, 1.7689, 2.3644], [-2.2136, 1.5319, 2.9771], [-1.3979, 0.7612, 2.3732], [-0.1083, 0.5180, 2.9963], [-0.2076, 0.5431, 4.5131], [-0.7843, 1.8794, 4.9394], [-1.9711, 2.2204, 4.1534], [-3.0318, 2.8369, 4.9211], [-5.0164, 3.6072, 4.6821], [-3.8818, 4.1383, 3.4285], [-5.3935, 2.4350, 2.4662], [-4.9767, 1.3099, 3.7667], [-3.5948, 1.0957, 1.6258], [0.6243, 1.2591, 2.6482], [0.2569, -0.4623, 2.6876], [0.7700, 0.3757, 4.9664], [-0.8643, -0.2746, 4.8275], [-0.0375, 2.6777, 4.8289], [-1.0813, 1.8524, 5.9940], [-2.6048, 3.6883, 5.4659], [-3.4092, 2.1303, 5.6807]]
}

No. 2
{
  "formula": "C51H49As2CsO8P2Si",
  "method": "ωB97M-V with the def2-TZVPD basis set",
  "e_homo_ev": -5.60,
  "gap_ha": 0.1515,
  "mol_weight_da": 1162.728,
  "charge": 0,
  "elements": ["Cs", "C", "Si", "C", "C", "C", "C", "C", "C", "P", "C", "C", "C", "C", "C", "C", "C", "C", "C", "C", "C", "C", "C", "C", "C", "C", "C", "C", "P", "C", "C", "C", "C", "C", "C", "C", "C", "C", "C", "C", "C", "H", "H", "H", "H", "H", "H", "H", "H", "H", "H", "H", "H", "H", "H", "H", "H", "H", "H", "H", "H", "H", "H", "H", "H", "H", "H", "H", "H", "H", "H", "H", "C", "O", "C", "O", "C", "C", "As", "C", "C", "C", "As", "C", "C", "O", "O", "C", "C", "O", "O", "C", "C", "O", "O", "C", "H", "H", "H", "H", "H", "H", "H", "H", "H", "H", "H", "H", "H", "H", "H", "H", "H", "H"],
  "positions_angstrom": [[-0.1074, 0.6009, -0.9839], [0.1132, 5.3071, -1.5164], [-0.2263, 4.0675, -0.0769], [-1.9021, 4.7553, 0.5802], [-2.1678, 6.1126, 0.7964], [-3.3498, 6.5474, 1.3729], [-4.3167, 5.6233, 1.7502], [-4.1091, 4.2782, 1.5023], [-2.9212, 3.8478, 0.9064], [-2.6851, 2.0979, 0.3985], [-4.4456, 1.5814, 0.1846], [-5.2575, 0.9870, 1.1492], [-6.5548, 0.5968, 0.8437], [-7.0694, 0.8119, -0.4274], [-6.2807, 1.4257, -1.3913], [-4.9799, 1.7961, -1.0870], [-2.2092, 1.2147, 1.9310], [-1.5001, 1.8524, 2.9466], [-1.0233, 1.1280, 4.0325], [-1.2486, -0.2379, 4.1184], [-1.9453, -0.8861, 3.1055], [-2.4090, -0.1667, 2.0161], [1.0629, 4.6514, 1.2386], [0.9159, 5.7366, 2.1080], [1.9337, 6.1493, 2.9553], [3.1538, 5.4888, 2.9488], [3.3283, 4.3922, 2.1201], [2.2911, 3.9601, 1.2924], [2.4234, 2.4049, 0.3357], [3.9824, 1.6763, 0.9955], [5.2435, 1.8076, 0.4194], [6.3510, 1.1983, 0.9955], [6.2153, 0.4556, 2.1589], [4.9628, 0.3155, 2.7425], [3.8575, 0.9136, 2.1582], [3.0025, 2.9014, -1.3326], [3.0672, 1.8977, -2.3000], [3.5831, 2.1431, -3.5623], [4.0224, 3.4213, -3.8820], [3.9470, 4.4342, -2.9362], [3.4450, 4.1767, -1.6674], [0.4220, 6.2986, -1.1691], [-0.8078, 5.4325, -2.0937], [0.8802, 4.9429, -2.2021], [-1.4281, 6.8479, 0.4980], [-3.5218, 7.6056, 1.5306], [-5.2383, 5.9532, 2.2133], [-4.8858, 3.5674, 1.7541], [-4.8752, 0.8215, 2.1489], [-7.1682, 0.1304, 1.6046], [-8.0811, 0.5083, -0.6639], [-6.6759, 1.6060, -2.3830], [-4.3616, 2.2575, -1.8503], [-1.3183, 2.9193, 2.8850], [-0.4724, 1.6370, 4.8132], [-0.8779, -0.7977, 4.9673], [-2.1194, -1.9540, 3.1622], [-2.9341, -0.6820, 1.2183], [-0.0228, 6.2759, 2.1295], [1.7767, 6.9923, 3.6180], [3.9592, 5.8133, 3.5958], [4.2703, 3.8587, 2.1386], [5.3676, 2.3923, -0.4839], [7.3246, 1.3113, 0.5349], [7.0802, -0.0154, 2.6080], [4.8454, -0.2669, 3.6476], [2.8786, 0.7912, 2.6115], [2.7472, 0.8939, -2.0333], [3.6366, 1.3469, -4.2941], [4.4201, 3.6278, -4.8671], [4.2849, 5.4320, -3.1861], [3.3906, 4.9703, -0.9315], [-4.1277, -1.6341, -1.4473], [-2.7198, -1.9504, -1.4114], [-2.3413, -2.8668, -2.3177], [-3.0945, -3.3360, -3.1310], [-0.8659, -3.1274, -2.2861], [-0.3840, -4.2196, -2.9248], [-1.4597, -5.7729, -2.4252], [-0.5259, -7.3149, -3.1995], [-0.4620, -5.6339, -0.6780], [-0.1080, -4.5380, -0.0135], [0.0688, -2.6210, -0.6269], [1.9772, -2.6450, -1.0956], [0.4215, -4.6002, 1.3865], [1.4928, -4.1092, 1.6447], [-0.2755, -5.2436, 2.3262], [-1.7017, -5.4230, 2.2211], [-0.4408, -7.0018, -0.0658], [-1.4701, -7.6153, 0.0634], [0.7135, -7.5640, 0.2996], [1.9977, -7.0470, -0.0729], [1.0388, -4.2689, -3.3574], [1.5195, -3.4005, -4.0389], [1.6924, -5.3903, -3.0202], [3.0285, -5.4858, -3.5394], [-4.2920, -0.8998, -0.6662], [-4.7112, -2.5354, -1.2701], [-4.3897, -1.2213, -2.4189], [-0.5180, -7.1869, -4.2820], [-1.1189, -8.1942, -2.9542], [0.4926, -7.4350, -2.8455], [2.3376, -3.6508, -1.2841], [2.5075, -2.2417, -0.2349], [2.1425, -2.0261, -1.9763], [-1.9185, -6.4869, 2.1743], [-2.1050, -4.9323, 1.3385], [-2.1371, -4.9903, 3.1191], [2.6670, -7.2888, 0.7473], [1.9904, -5.9735, -0.2350], [2.3260, -7.5546, -0.9800], [3.3802, -6.4766, -3.2679], [3.6618, -4.7190, -3.0948], [3.0229, -5.3608, -4.6199]]
}